Record 1
Formula: C9H15N3O4PdS
Source: the Open Molecules 2025 dataset
Level of theory: ωB97M-V with the def2-TZVPD basis set

Output
Charge: -2
Energy above the lowest of the compared OMol25 structures with the same formula, charge and spin, kcal/mol: 40.8
Lowest unoccupied orbital energy, eV: 5.233
HOMO energy, hartree: 0.022

Each line ends with the Mulliken charge.
Geometry (Å):
Pd1 0.13 0.45 -0.10  -0.449
S1 0.19 2.75 -0.87  1.269
O1 0.17 4.16 -1.31  -0.872
O2 -0.60 2.63 0.40  -0.711
O3 -0.42 1.90 -1.95  -0.625
O4 1.60 2.32 -0.64  -0.690
N1 2.39 -0.53 0.55  -0.050
N2 4.24 -0.71 -0.62  -0.109
N3 -0.66 -1.96 -0.48  -0.992
C1 2.88 -0.57 -0.67  0.423
C2 4.60 -0.75 0.70  -0.378
C3 2.12 -0.44 -1.93  -0.930
C4 -3.51 -1.68 0.62  -1.936
C5 -2.18 0.00 1.97  -1.568
C6 -1.22 -1.00 -0.05  0.125
C7 -3.06 0.62 -0.29  -1.466
C8 -2.51 -0.52 0.56  2.363
C9 3.44 -0.63 1.40  -0.638
H1 -3.12 -2.51 1.22  0.379
H2 1.31 -1.18 -1.95  0.154
H3 -1.36 0.74 1.86  0.389
H4 -4.46 -1.36 1.03  0.423
H5 -2.33 1.44 -0.31  0.335
H6 -3.05 0.49 2.41  0.353
H7 4.87 -0.70 -1.41  0.206
H8 5.63 -0.84 1.01  0.390
H9 1.62 0.56 -1.88  0.337
H10 -1.85 -0.81 2.62  0.357
H11 -3.68 -2.05 -0.40  0.392
H12 -4.01 0.99 0.14  0.451
H13 3.30 -0.62 2.47  0.371
H14 2.77 -0.51 -2.80  0.393
H15 -3.23 0.28 -1.31  0.304

=====

Record 2
Formula: C9H15N3O6
Source: the Open Molecules 2025 dataset
Level of theory: ωB97M-V with the def2-TZVPD basis set

Output
Charge: 0
Energy above the lowest of the compared OMol25 structures with the same formula, charge and spin, kcal/mol: 14.0
Lowest unoccupied orbital energy, eV: 0.388
HOMO energy, hartree: -0.341

Each line ends with the Mulliken charge.
Geometry (Å):
O1 -1.75 2.95 1.00  -0.436
O2 3.99 0.13 0.37  -0.695
O3 -4.52 -0.06 0.18  -0.430
O4 0.30 0.34 1.62  -0.636
O5 -3.43 -1.75 -0.74  -0.593
O6 -0.02 2.70 -0.37  -0.697
N1 2.84 1.99 -0.07  -0.365
N2 -0.97 -0.83 0.19  -0.145
N3 0.71 -2.97 0.83  -0.710
C1 1.87 -1.48 -0.76  -1.094
C2 0.18 -0.63 0.89  -0.010
C3 3.07 0.68 -0.24  0.476
C4 1.26 -1.62 0.62  0.486
C5 -3.38 -0.68 -0.16  0.243
C6 -1.96 1.29 -0.63  -0.722
C7 2.16 -0.04 -1.21  -0.113
C8 -2.13 0.10 0.24  0.214
C9 -1.15 2.38 0.00  0.415
H1 1.18 -1.90 -1.53  0.384
H2 -1.26 -1.76 -0.06  0.429
H3 3.43 2.41 0.66  0.251
H4 -5.24 -0.60 -0.18  0.360
H5 1.25 0.57 -1.28  -0.114
H6 2.00 -1.39 1.43  0.283
H7 -1.11 3.54 1.41  0.385
H8 1.45 -3.66 0.66  0.257
H9 -1.43 1.04 -1.58  0.252
H10 2.71 -0.16 -2.17  0.354
H11 2.75 -2.12 -0.84  0.439
H12 1.94 2.39 -0.41  0.345
H13 0.42 -3.02 1.81  0.250
H14 -2.19 0.50 1.27  0.433
H15 -2.97 1.68 -0.91  0.506